Entry from OMol25: a molecular structure, C42H34Cl2GeN6NiO3S2Si (wB97M-V/def2-TZVPD).

ORCA input file:
```
! RIJCOSX wB97M-V def2-TZVPD def2/J DEFGRID3
* xyz -2 1
Ni 1.27534 0.73099 0.64642
S 1.20065 0.95244 3.06384
C 2.77824 0.81227 3.64613
C 2.92720 0.64165 5.07736
N 3.02889 0.51431 6.21544
C 3.91725 0.86905 2.88323
S 3.72499 0.85975 1.12362
C 5.23424 0.85077 3.41369
N 6.30068 0.85851 3.85219
C -0.29432 1.56842 -2.20872
Si 1.23326 0.61038 -1.63449
C 2.71011 1.62763 -2.29712
C 1.26045 -0.84977 -2.89915
C 1.13329 -0.52055 -4.25548
C 1.10658 -1.48531 -5.25308
C 1.20708 -2.83032 -4.92060
C 1.33667 -3.18783 -3.58771
C 1.36411 -2.20930 -2.59994
H -0.11141 2.05137 -3.17512
H -0.57730 2.32142 -1.46899
H -1.14185 0.88655 -2.31638
H 2.69120 1.66222 -3.38992
H 3.67189 1.19921 -1.99699
H 2.67258 2.65496 -1.92765
H 1.04240 0.52174 -4.54207
H 1.00558 -1.18938 -6.29182
H 1.17894 -3.58996 -5.69375
H 1.41190 -4.23245 -3.30794
H 1.46237 -2.52759 -1.57446
N 1.65135 5.02401 0.36045
C 2.19213 3.78596 0.47648
O 1.44434 2.83052 0.67296
C 3.65136 3.68617 0.38072
C 4.42639 4.82102 0.04040
N 4.99753 5.78379 -0.24641
C 4.25653 2.46045 0.58208
N 5.24321 1.66167 0.56227
H 0.64663 5.06454 0.29603
H 2.21475 5.82072 0.12447
Cl -4.51732 0.22282 -1.16516
C -4.78054 1.89243 -0.76700
C -4.55985 2.81705 -1.76942
C -4.77829 4.16457 -1.54994
C -5.23162 4.57766 -0.30975
C -5.43353 3.64262 0.68340
Cl -5.98409 4.22271 2.24557
C -5.19459 2.27026 0.51619
N -5.44535 1.38808 1.55541
C -4.66015 0.21227 1.84268
C -5.30891 -1.01329 1.75142
C -4.62834 -2.19331 1.99488
C -3.28533 -2.14256 2.34419
C -2.65379 -0.91970 2.48138
C -3.32143 0.28452 2.24681
C -2.56269 1.57173 2.41589
C -1.68341 1.90712 1.17788
O -1.80265 3.02786 0.66678
O -0.90900 0.96797 0.84456
H -4.19558 2.46071 -2.72293
H -4.58362 4.88510 -2.33226
H -5.40907 5.62251 -0.09474
H -5.74032 1.86780 2.39281
H -6.34705 -1.02155 1.44257
H -5.13319 -3.14583 1.89008
H -2.72457 -3.05607 2.49961
H -1.60638 -0.87969 2.75740
H -1.85732 1.44296 3.24030
H -3.20703 2.42317 2.63228
Ge 1.17870 -1.56154 1.12669
C 2.86342 -2.54660 0.61895
C 3.68658 -2.14069 -0.43383
C 4.87864 -2.79213 -0.72428
C 5.28002 -3.87978 0.03943
C 4.48435 -4.30184 1.09556
C 3.29944 -3.63374 1.38211
C -0.32903 -2.58414 0.31767
C -1.28188 -1.95833 -0.48487
C -2.32899 -2.67915 -1.04470
C -2.44747 -4.04094 -0.80260
C -1.51878 -4.67792 0.01065
C -0.47543 -3.94877 0.56956
H 1.08846 -2.17878 2.56053
H 3.38711 -1.29724 -1.04788
H 5.49912 -2.44062 -1.54033
H 6.21236 -4.38712 -0.17991
H 4.79367 -5.14392 1.70486
H 2.70048 -3.95613 2.22794
H -1.21081 -0.88786 -0.64713
H -3.05869 -2.17773 -1.66977
H -3.26638 -4.60249 -1.23813
H -1.60942 -5.74049 0.20991
H 0.24430 -4.45191 1.20865
*
```

Kohn-Sham gap (alpha / beta) (eV): 6.134 / 6.087
LUMO energy (alpha / beta) (eV): 3.85 / 3.85
E_tot (eV): -211342.2922

***

Entry from OMol25: a molecular structure, C42H34GeN6O2Pd (wB97M-V/def2-TZVPD).

ORCA input file:
```
! RIJCOSX wB97M-V def2-TZVPD def2/J DEFGRID3
* xyz 0 3
Pd 0.02782 -0.33807 0.13672
N 3.90940 -1.44960 2.27681
C 3.34234 -1.25262 1.07824
N 2.11864 -0.81506 1.24833
C 1.97950 -0.76667 2.59936
N 3.05070 -1.14016 3.26496
C 0.71410 -0.36822 3.22860
C 0.53209 -0.37035 4.60688
N -0.62693 -0.03722 5.15714
C -1.60953 0.29638 4.32624
C -1.44148 0.30381 2.94940
N -0.27616 -0.02523 2.40594
H 4.83235 -1.78435 2.49578
H 3.83066 -1.43582 0.13455
H 1.34471 -0.65113 5.26517
H -2.56283 0.56239 4.76535
H -2.24156 0.56253 2.26640
C -4.28291 -0.71141 -0.84989
C -4.63286 0.60701 -1.11726
C -3.67831 1.60173 -1.00382
C -2.37202 1.27961 -0.62154
C -1.99944 -0.04814 -0.36983
C -2.98030 -1.02832 -0.48701
C -1.33075 2.31884 -0.46972
C -1.63604 3.70954 -0.48426
C -0.64904 4.62396 -0.30899
C 0.68816 4.19303 -0.13740
C 1.77302 5.08254 0.02969
C 3.04498 4.60422 0.16698
C 3.28156 3.21354 0.13182
C 2.24902 2.33158 -0.02180
C 0.92335 2.80409 -0.14530
N -0.09181 1.90270 -0.28831
H -5.03022 -1.49253 -0.93252
H -5.64229 0.85575 -1.41838
H -3.96074 2.62191 -1.23211
H -2.71793 -2.06151 -0.29928
H -2.65868 4.02914 -0.61262
H -0.87017 5.68490 -0.30081
H 1.57727 6.14814 0.04073
H 3.87452 5.28744 0.29176
H 4.29602 2.84518 0.21843
H 2.41202 1.26430 -0.07214
O 0.22354 -2.65562 -0.31252
C 0.87836 -2.34184 -1.34300
O 0.98063 -1.14972 -1.74589
C 1.61086 -3.43603 -2.09333
C 2.08219 -4.57327 -1.18810
Ge 0.65695 -5.54410 -0.24496
C 0.25794 -4.96094 1.57511
C 1.16244 -4.21999 2.33222
C 0.88672 -3.88306 3.64996
C -0.31828 -4.26182 4.22776
C -1.23256 -4.99406 3.48584
C -0.93748 -5.35016 2.17532
C 1.28718 -7.40178 -0.07899
C 2.64848 -7.69712 -0.01553
C 3.09656 -9.00035 0.15784
C 2.18223 -10.03730 0.27091
C 0.82284 -9.76374 0.21050
C 0.38387 -8.45833 0.03774
C -0.95394 -5.61356 -1.34056
C -2.02958 -4.76220 -1.10480
C -3.15024 -4.78621 -1.92322
C -3.20649 -5.66401 -2.99660
C -2.14085 -6.51719 -3.24705
C -1.02434 -6.49157 -2.42208
H 2.44642 -2.97326 -2.62152
H 0.92973 -3.81477 -2.86198
H 2.81292 -4.20254 -0.46137
H 2.59969 -5.32427 -1.79096
H 2.09860 -3.89805 1.88635
H 1.61352 -3.32512 4.22839
H -0.53900 -3.99036 5.25278
H -2.17412 -5.29521 3.92818
H -1.65998 -5.93254 1.61318
H 3.38043 -6.90053 -0.10280
H 4.15890 -9.20649 0.20331
H 2.52711 -11.05488 0.40416
H 0.10356 -10.56881 0.29663
H -0.68222 -8.26312 -0.01499
H -1.97386 -4.06274 -0.28131
H -3.97559 -4.11223 -1.72935
H -4.07769 -5.68116 -3.63933
H -2.17944 -7.20298 -4.08424
H -0.20263 -7.17184 -2.62139
*
```

Kohn-Sham gap (alpha / beta) (eV): 6.325 / 7.854
LUMO energy (alpha / beta) (eV): -0.31 / -0.29
E_tot (eV): -117137.6005

***

Entry from OMol25: a molecular structure, C42H34N7O2TeTl (wB97M-V/def2-TZVPD).

ORCA input file:
```
! RIJCOSX wB97M-V def2-TZVPD def2/J DEFGRID3
* xyz -2 1
Tl 0.56862 -0.23916 0.98920
O -1.03008 -1.07422 -1.14466
C -1.02405 -2.35323 -1.07505
C -0.58727 -3.12088 -2.19864
C -0.66618 -4.48489 -2.21470
C -1.17476 -5.20200 -1.10799
C -1.53491 -4.50379 0.01277
C -1.44258 -3.09621 0.08228
C -1.72318 -2.48527 1.34994
N -1.53309 -1.25673 1.66027
C -1.94444 -0.82089 2.98632
C -1.75597 0.68894 3.14720
N -0.44278 1.13424 2.69147
C -0.00634 2.24610 3.14397
C 1.22987 2.91607 2.82539
C 1.33577 4.27392 3.18135
C 2.41656 5.03908 2.82219
C 3.44220 4.43416 2.05968
C 3.39679 3.10893 1.72772
C 2.31022 2.26607 2.13281
O 2.33481 1.01798 1.91217
H -0.17322 -2.56951 -3.03456
H -0.31571 -5.02763 -3.08653
H -1.24657 -6.28244 -1.13201
H -1.87779 -5.03357 0.89823
H -2.11582 -3.16250 2.12022
H -1.38520 -1.34689 3.76501
H -3.00704 -1.03286 3.13101
H -1.90037 0.94238 4.20043
H -2.52810 1.20590 2.57188
H -0.65595 2.79431 3.84062
H 0.51142 4.72670 3.72744
H 2.47478 6.08350 3.10006
H 4.27944 5.03747 1.72376
H 4.17110 2.64821 1.12505
C 0.54840 3.66944 -1.23751
C 1.34051 3.46526 -2.40523
C 1.86944 2.24432 -2.64872
C 1.65519 1.10915 -1.75841
N 0.85319 1.35135 -0.63796
C 0.35772 2.59267 -0.42496
N 2.18628 -0.02011 -2.12549
C 2.14935 -1.24791 -1.48796
N 1.76179 -1.55326 -0.21427
C 1.89579 -2.90725 0.03774
N 1.62175 -3.60881 1.19629
C 1.32916 -3.11582 2.35984
C 1.12856 -4.05411 3.45933
C 1.03088 -3.63275 4.74092
C 1.08781 -2.23311 5.03037
C 1.16423 -1.38109 3.96266
N 1.23145 -1.75337 2.66963
C 2.40007 -3.49240 -1.12643
C 2.74192 -4.82153 -1.46238
C 3.22635 -5.08503 -2.71791
C 3.38870 -4.04008 -3.68421
C 3.07102 -2.74046 -3.37746
C 2.57151 -2.44460 -2.08968
H 0.11729 4.63040 -0.99102
H 1.51232 4.28336 -3.09810
H 2.47369 2.04243 -3.52289
H -0.25341 2.70481 0.46256
H 1.11426 -5.10340 3.19075
H 0.91090 -4.35148 5.54531
H 1.05657 -1.85077 6.04206
H 1.17191 -0.30637 4.12612
H 2.61712 -5.61201 -0.72975
H 3.50013 -6.10036 -2.98832
H 3.76167 -4.28794 -4.67294
H 3.19083 -1.94227 -4.10271
C -3.78075 2.63427 -0.42545
Te -2.61279 0.76535 -0.46979
C -2.15485 1.40794 -2.45243
C -3.03926 2.56912 -2.81522
C -3.06422 3.06881 -4.11839
C -3.88380 4.13285 -4.46316
C -4.70573 4.70938 -3.49981
C -4.68474 4.21895 -2.20096
C -3.85019 3.15757 -1.83993
H -3.25411 3.36235 0.20147
H -4.78035 2.51222 -0.00338
H -2.28724 0.56958 -3.13381
H -1.09782 1.68611 -2.48287
H -2.42811 2.61067 -4.86845
H -3.88413 4.51134 -5.47960
H -5.35367 5.54043 -3.75781
H -5.32279 4.66494 -1.44398
*
```

Kohn-Sham gap (eV): 3.539
LUMO energy (eV): 3.83
E_tot (eV): -70618.3220